Entry from OMol25: a 2-piece molecular cluster, CHCl2OPS overall at a distorted geometry (wB97M-V/def2-TZVPD).

```
7
Properties=species:S:1:pos:R:3:forces:R:3:mulliken_charge:R:1
C 0.93863 0.05209 0.43129 3.0 0.9 -1.0 -0.22
O -1.48998 1.23275 0.37838 -0.4 1.6 -0.7 -0.51
P -0.77412 0.12774 -0.21321 1.1 -1.3 0.9 0.94
S 1.53613 -0.65859 1.76469 -1.0 1.2 -2.1 -0.08
Cl -0.40263 -0.18168 -2.19010 -0.6 0.2 0.7 -0.17
Cl -1.68756 -1.50093 0.51766 0.2 -0.5 -0.6 -0.18
H 1.87954 0.92861 -0.68871 -2.3 -2.1 2.8 0.21
```
Positions in Å, forces in eV/Å.

- HOMO (eV) = -9.5
- HOMO-LUMO gap (eV) = 7.91
- net charge = 0
- ΔE to the lowest compared entry with this formula, charge and spin (kJ/mol) = 247.1


Entry from OMol25: a 2-piece molecular cluster, CHCl3FOP overall at a distorted geometry (wB97M-V/def2-TZVPD).

```
8
Properties=species:S:1:pos:R:3:forces:R:3:mulliken_charge:R:1
Cl -0.75675 -1.07359 -1.00883 -5.0 1.2 7.1 -0.01
P 0.25445 -1.11858 -2.45912 5.3 -2.0 -8.0 0.41
Cl -0.08038 0.40866 -3.78972 -0.8 0.6 0.1 -0.20
Cl 2.10917 -0.43668 -1.95681 0.5 0.2 0.8 -0.20
O 0.48788 -0.23856 2.21568 1.1 -0.9 -0.9 -0.32
C -0.40285 0.51180 2.30755 0.0 0.0 2.0 0.18
F -0.63126 1.47759 1.42342 -0.5 0.0 0.2 -0.18
H -0.98025 0.46937 3.26783 -0.5 0.9 -1.2 0.33
```
Positions in Å, forces in eV/Å.

- HOMO (eV) = -9.2
- HOMO-LUMO gap (eV) = 9.79
- net charge = 0
- structure (SMILES) = ClP(Cl)Cl.O=CF
- ΔE to the lowest compared entry with this formula, charge and spin (kJ/mol) = 182.2


Entry from OMol25: CHCl3O3Pt as an isolated structure at a distorted geometry (wB97M-V/def2-TZVPD).

```
9
Properties=species:S:1:pos:R:3:forces:R:3:mulliken_spin:R:1
Pt 0.38615 0.97271 -0.83473 0.6 0.9 -0.5 1.56
Cl -1.11638 0.94530 -2.89883 0.3 -0.1 0.4 0.14
Cl 0.38975 3.23638 0.52391 0.0 -0.3 -0.3 0.05
Cl 2.78954 0.84109 -1.65170 -0.3 0.2 0.0 0.12
O -0.49370 -2.10365 1.51673 -0.5 -0.4 1.5 0.00
C -0.35243 -1.06844 0.71584 2.3 0.0 -4.5 0.00
O -1.01511 -0.06977 0.69773 -4.7 3.2 3.4 0.04
O 0.46882 -1.10563 -0.21583 2.9 -2.9 -1.0 0.10
H -1.05664 -1.64800 2.14686 -0.6 -0.6 0.9 0.00
```
Positions in Å, forces in eV/Å.

- HOMO (alpha / beta) (eV) = -0.8 / -1.1
- HOMO-LUMO gap (alpha / beta) (eV) = 6.19 / 6.48
- 2S+1 = 3
- net charge = -2
- ΔE to the lowest compared entry with this formula, charge and spin (kJ/mol) = 92.2


Entry from OMol25: a 2-piece molecular cluster, CHCl3S overall at a distorted geometry (wB97M-V/def2-TZVPD).

```
6
Properties=species:S:1:pos:R:3:forces:R:3:mulliken_charge:R:1
S -3.54387 0.60585 -0.94220 0.5 -0.7 0.8 -0.07
C -2.68394 -0.45575 -0.09819 -0.2 -0.2 0.0 0.26
Cl -2.09005 -1.97984 -0.73095 -0.2 0.7 0.3 -0.09
Cl -2.19011 -0.29780 1.61017 -0.5 0.0 -0.9 -0.11
Cl -0.33975 1.79336 -0.39954 0.5 0.3 -0.5 -0.23
H -0.96599 1.66022 0.69363 -0.2 0.0 0.4 0.24
```
Positions in Å, forces in eV/Å.

- HOMO (eV) = -9.9
- HOMO-LUMO gap (eV) = 8.81
- net charge = 0
- structure (SMILES) = S=C(Cl)Cl.Cl
- ΔE to the lowest compared entry with this formula, charge and spin (kJ/mol) = 6.9


Entry from OMol25: one molecule with the formula CHClF2N2 at a distorted geometry (wB97M-V/def2-TZVPD).

```
7
Properties=species:S:1:pos:R:3:forces:R:3:mulliken_charge:R:1
H -2.19902 0.11442 -0.06414 -0.1 0.6 0.0 0.29
N -1.28922 -0.29714 0.04077 -1.1 -1.1 -0.3 -0.39
C -0.26363 0.34571 0.05330 2.1 0.8 0.6 0.44
Cl 0.01587 2.09927 0.07167 -0.1 -1.0 -0.2 -0.14
N 1.02792 -0.39432 0.39685 -0.3 -0.2 -1.1 0.12
F 1.96034 -0.13899 -0.63141 -0.7 0.4 0.5 -0.17
F 0.74773 -1.72894 0.13296 0.1 0.6 0.4 -0.15
```
Positions in Å, forces in eV/Å.

- HOMO (eV) = -11.2
- HOMO-LUMO gap (eV) = 11.64
- net charge = 0
- structure (SMILES) = [H]/N=C(\Cl)N(F)F
- ΔE to the lowest compared entry with this formula, charge and spin (kJ/mol) = 0.0


Entry from OMol25: CHClF2OS as an isolated structure at a distorted geometry (wB97M-V/def2-TZVPD).

```
7
Properties=species:S:1:pos:R:3:forces:R:3:mulliken_charge:R:1
C 0.76583 0.69624 -0.06627 -2.0 -1.2 -0.8 0.20
O -0.76597 -1.92586 0.74396 1.2 -1.8 0.6 -0.41
F 0.94379 1.60765 0.88519 0.2 -0.2 -0.3 -0.19
F 1.59888 -0.31668 0.00210 0.9 -0.5 0.8 -0.18
S -1.18694 -0.57299 0.65542 0.9 2.9 -0.8 0.47
Cl -2.22037 -0.54578 -1.09521 -0.4 0.5 -0.6 -0.15
H 0.86479 1.05742 -1.12520 -0.9 0.3 1.0 0.26
```
Positions in Å, forces in eV/Å.

- HOMO (eV) = -9.2
- HOMO-LUMO gap (eV) = 8.71
- net charge = 0
- ΔE to the lowest compared entry with this formula, charge and spin (kJ/mol) = 101.0


Entry from OMol25: a 2-piece molecular cluster, CHClF2OS2 overall at a distorted geometry (wB97M-V/def2-TZVPD).

```
8
Properties=species:S:1:pos:R:3:forces:R:3:mulliken_charge:R:1
C 0.90630 -0.55691 -0.54192 -3.2 3.8 -1.2 0.15
O 2.06350 0.04816 1.68855 0.4 0.6 0.2 -0.48
F 0.97888 -0.87123 -1.84159 1.0 -0.8 0.9 -0.17
F 0.50744 -1.54710 0.23363 0.3 0.3 -0.8 -0.15
S 2.60488 2.03407 -0.44912 0.4 -1.1 0.4 -0.19
S 2.41589 0.29977 0.32132 -0.9 -0.7 -0.8 0.74
Cl 3.98997 -1.12399 -0.01208 -0.8 1.0 -0.2 -0.17
H -0.19728 0.63384 -0.77878 3.0 -3.0 1.5 0.26
```
Positions in Å, forces in eV/Å.

- HOMO (eV) = -10.6
- HOMO-LUMO gap (eV) = 8.92
- net charge = 0
- ΔE to the lowest compared entry with this formula, charge and spin (kJ/mol) = 307.4


Entry from OMol25: a 2-piece molecular cluster, CHClFO3 overall at a distorted geometry (wB97M-V/def2-TZVPD).

```
7
Properties=species:S:1:pos:R:3:forces:R:3:mulliken_charge:R:1
C 0.89473 -0.90141 -0.37923 -3.7 -1.1 2.4 0.55
O -1.42679 1.18341 1.62736 0.5 -0.4 0.1 -0.19
O -0.78801 0.97939 -0.39644 0.5 -0.3 -0.4 -0.31
O -1.55443 1.46551 0.44645 -1.2 1.0 0.0 0.52
F 0.12290 -1.76857 -0.97856 1.6 1.6 0.8 -0.02
Cl 2.27711 -0.46610 -0.96357 1.3 0.3 -0.9 0.19
H 0.47448 -0.49222 0.64398 1.0 -1.1 -2.1 0.26
```
Positions in Å, forces in eV/Å.

- HOMO (eV) = -16.8
- HOMO-LUMO gap (eV) = 9.17
- net charge = +1
- ΔE to the lowest compared entry with this formula, charge and spin (kJ/mol) = 299.6


Entry from OMol25: an isolated ion of composition CHClN3O and charge +1 at a distorted geometry (wB97M-V/def2-TZVPD).

```
7
Properties=species:S:1:pos:R:3:forces:R:3:mulliken_charge:R:1
N -2.92944 -0.56209 -0.00644 -1.6 0.4 0.0 0.00
N -1.87133 -0.76384 -0.08618 -0.3 0.3 0.0 0.30
C -0.44818 -1.57945 0.06454 2.6 -2.5 -0.2 0.70
O -0.57648 -2.72770 0.24599 0.0 1.8 -0.1 -0.23
N 0.44176 -0.63407 -0.22341 0.3 1.8 0.9 -0.28
Cl 2.22475 -0.93600 0.00326 -2.9 0.4 -0.3 0.14
H 0.03069 0.37867 -0.13799 1.8 -2.2 -0.3 0.37
```
Positions in Å, forces in eV/Å.

- HOMO (eV) = -16.5
- HOMO-LUMO gap (eV) = 10.24
- net charge = +1
- structure (SMILES) = N#[N+]C(=O)NCl
- ΔE to the lowest compared entry with this formula, charge and spin (kJ/mol) = 106.3


Entry from OMol25: an isolated ion of composition CHClN3O4 and charge -1 at a distorted geometry (wB97M-V/def2-TZVPD).

```
10
Properties=species:S:1:pos:R:3:forces:R:3:mulliken_charge:R:1
O -2.43048 0.13229 -2.53585 -0.4 0.0 -0.5 -0.51
C -1.52486 0.58618 -1.91496 0.9 -0.1 1.3 0.48
Cl -1.30721 2.34525 -1.66250 -0.7 0.6 -0.7 -0.22
N -0.54593 -0.07476 -1.25652 1.2 2.0 2.6 0.52
O 0.44598 0.90180 -0.36927 -1.0 -2.3 -2.5 -0.47
N -0.47018 -1.41927 -1.19369 0.6 1.7 -3.3 -0.95
N -0.39621 -2.00901 -0.06000 -0.4 0.0 -0.7 1.26
O -0.28392 -1.42252 1.00366 0.0 0.5 1.6 -0.72
O -0.41270 -3.21965 -0.23334 0.1 -2.0 1.5 -0.72
H -0.06699 0.92170 0.43314 -0.4 -0.3 0.7 0.34
```
Positions in Å, forces in eV/Å.

- HOMO (eV) = -4.6
- HOMO-LUMO gap (eV) = 7.97
- net charge = -1
- structure (SMILES) = O=C(Cl)N(O)N=[N+]([O-])[O-]
- ΔE to the lowest compared entry with this formula, charge and spin (kJ/mol) = 137.0


Entry from OMol25: a 2-piece molecular cluster, CHClNO2S overall at a distorted geometry (wB97M-V/def2-TZVPD).

```
7
Properties=species:S:1:pos:R:3:forces:R:3:mulliken_charge:R:1
C -3.48260 1.07040 -0.08183 -0.3 1.1 0.6 0.78
N -1.56016 -0.71726 0.47502 -1.7 -0.9 0.4 -0.40
O -3.30327 1.36976 1.04803 -0.4 -0.7 -2.1 -0.41
O -3.81053 0.99802 -1.21394 0.6 -0.4 1.7 -0.44
S -0.65643 0.04719 -0.62377 0.4 0.5 -0.6 -0.22
Cl -1.45587 -2.57937 0.25720 0.2 0.1 0.1 -0.37
H 0.25788 0.50077 0.23024 1.1 0.3 0.0 0.05
```
Positions in Å, forces in eV/Å.

- HOMO (eV) = -2.9
- HOMO-LUMO gap (eV) = 6.56
- net charge = -1
- ΔE to the lowest compared entry with this formula, charge and spin (kJ/mol) = 168.8


Entry from OMol25: one molecule with the formula CHClNOP at a distorted geometry (wB97M-V/def2-TZVPD).

```
6
Properties=species:S:1:pos:R:3:forces:R:3:mulliken_charge:R:1
C -0.08446 -1.00254 -0.10898 -1.6 -2.4 0.1 0.20
N -1.30285 -0.85144 -0.20376 -0.4 0.9 -0.2 -0.49
O 0.81739 -0.00995 -0.12686 0.4 3.2 -0.8 -0.29
P 0.07045 1.49893 -0.68506 0.9 -2.7 0.6 0.32
Cl 0.23276 2.39581 1.06827 0.0 0.6 0.4 -0.09
H 0.26670 -2.03081 0.05639 0.8 0.3 -0.1 0.36
```
Positions in Å, forces in eV/Å.

- HOMO (alpha / beta) (eV) = -8.6 / -7.4
- HOMO-LUMO gap (alpha / beta) (eV) = 6.48 / 4.08
- net charge = 0
- ΔE to the lowest compared entry with this formula, charge and spin (kJ/mol) = 429.2


Entry from OMol25: CHClO3S as an isolated structure at a distorted geometry (wB97M-V/def2-TZVPD).

```
7
Properties=species:S:1:pos:R:3:forces:R:3:mulliken_charge:R:1
C -0.97054 0.81837 0.73622 2.5 -0.8 -3.3 0.27
O -1.46232 0.50546 1.70725 -0.8 0.0 1.2 -0.20
O 1.65268 -0.89938 0.58251 -0.3 0.1 -0.4 -0.49
O -0.14061 -1.84236 -0.87821 0.7 1.2 0.2 -0.50
S 0.53956 -0.68574 -0.31177 -1.8 -1.1 2.3 0.80
Cl 1.22821 0.49299 -1.77827 0.2 0.8 -1.1 -0.18
H -0.84700 1.61066 -0.05773 -0.5 -0.2 1.0 0.30
```
Positions in Å, forces in eV/Å.

- HOMO (eV) = -9.9
- HOMO-LUMO gap (eV) = 9.05
- net charge = 0
- ΔE to the lowest compared entry with this formula, charge and spin (kJ/mol) = 256.8


Entry from OMol25: a 2-piece molecular cluster, CHClOS2 overall at a distorted geometry (wB97M-V/def2-TZVPD).

```
6
Properties=species:S:1:pos:R:3:forces:R:3:mulliken_charge:R:1
C -1.73401 -4.08161 -1.05686 -0.1 1.2 -3.2 0.32
O -1.30135 -3.17570 -1.67916 -0.2 -0.8 1.0 -0.27
S 1.01176 -0.92182 -0.28412 1.0 0.9 -1.7 -0.05
S 0.18013 -1.70799 1.22685 -0.8 -0.1 1.2 -0.13
Cl -1.62062 -4.58423 0.50100 0.3 -0.5 2.2 -0.03
H 0.54147 0.36530 -0.51779 -0.1 -0.7 0.6 0.17
```
Positions in Å, forces in eV/Å.

- HOMO (alpha / beta) (eV) = -8.8 / -8.7
- HOMO-LUMO gap (alpha / beta) (eV) = 8.08 / 7.08
- net charge = 0
- ΔE to the lowest compared entry with this formula, charge and spin (kJ/mol) = 255.2


Entry from OMol25: a 2-piece molecular cluster, CHClS2 overall at a distorted geometry (wB97M-V/def2-TZVPD).

```
5
Properties=species:S:1:pos:R:3:forces:R:3:mulliken_charge:R:1
C 0.41435 0.52535 0.55687 1.1 -0.7 1.0 0.12
S 2.05327 0.48318 0.95661 -1.6 0.1 -0.7 -0.13
S 0.31485 -0.58852 -0.60003 -0.5 -1.4 -2.2 0.11
Cl -2.29538 -1.19747 -1.95253 1.7 0.6 1.1 -0.43
H -0.48709 0.77746 1.03908 -0.7 1.4 0.9 0.34
```
Positions in Å, forces in eV/Å.

- HOMO (alpha / beta) (eV) = -9.7 / -9.7
- HOMO-LUMO gap (alpha / beta) (eV) = 5.98 / 5.98
- net charge = 0
- ΔE to the lowest compared entry with this formula, charge and spin (kJ/mol) = 327.2


Entry from OMol25: CHCrF3O as an isolated structure at a distorted geometry (wB97M-V/def2-TZVPD).

```
7
Properties=species:S:1:pos:R:3:forces:R:3:mulliken_spin:R:1
O 0.32257 -1.34723 -1.28547 -0.8 1.9 2.8 -0.11
Cr 0.37524 -3.07591 -1.74994 0.0 1.2 0.4 4.11
H 0.10803 -0.56027 -0.44631 0.8 -3.0 -3.2 0.02
C -0.15872 0.96949 0.66076 -0.3 2.7 1.9 0.73
F -0.05959 2.09729 -0.02743 0.1 -1.1 -0.5 0.09
F -1.35104 0.93480 1.23516 0.2 -0.9 -0.7 0.08
F 0.76351 0.98182 1.61324 0.0 -0.9 -0.7 0.08
```
Positions in Å, forces in eV/Å.

- HOMO (alpha / beta) (eV) = -14.6 / -17.1
- HOMO-LUMO gap (alpha / beta) (eV) = 7.43 / 10.43
- 2S+1 = 6
- net charge = +1


Entry from OMol25: CHCrFLiO3 as an isolated structure at a distorted geometry (wB97M-V/def2-TZVPD).

```
8
Properties=species:S:1:pos:R:3:forces:R:3:mulliken_spin:R:1
Li 1.21565 -3.03631 -1.59376 0.2 -0.7 -0.4 0.00
O 0.43392 -0.30660 -0.90969 -5.0 2.2 -0.2 0.00
H 1.75036 -0.05571 -1.25270 2.2 -4.0 0.1 0.00
O -0.25269 0.92390 0.74380 0.0 1.2 1.0 0.00
O 1.52134 -1.17546 -0.96551 2.7 2.5 -0.3 0.00
C -0.43579 -0.03258 0.04184 0.5 -2.6 -1.8 0.01
F -1.48802 -0.74087 0.01398 0.0 0.2 0.5 0.01
Cr -0.96752 2.13529 1.96420 -0.6 1.1 1.1 3.99
```
Positions in Å, forces in eV/Å.

- HOMO (alpha / beta) (eV) = -24.9 / -24.9
- HOMO-LUMO gap (alpha / beta) (eV) = 7.98 / 9.50
- 2S+1 = 5
- net charge = +3
- ΔE to the lowest compared entry with this formula, charge and spin (kJ/mol) = 142.7


Entry from OMol25: CHCrLiO as an isolated structure at a distorted geometry (wB97M-V/def2-TZVPD).

```
5
Properties=species:S:1:pos:R:3:forces:R:3:mulliken_spin:R:1
H -0.17422 -0.98532 0.56824 -0.9 -0.3 -1.4 -0.06
O 1.12881 1.38598 0.02867 0.0 -0.4 0.7 0.00
C 1.15249 0.69568 0.93603 0.5 0.9 -0.4 0.00
Cr -0.90562 -1.23048 -1.20722 1.3 -4.6 -2.0 3.94
Li -1.20146 0.13415 -0.32572 -0.8 4.5 3.0 0.13
```
Positions in Å, forces in eV/Å.

- HOMO (alpha / beta) (eV) = -6.8 / -5.7
- HOMO-LUMO gap (alpha / beta) (eV) = 6.76 / 5.10
- 2S+1 = 5
- net charge = 0


Entry from OMol25: CHCsMgO2 as an isolated structure at a distorted geometry (wB97M-V/def2-TZVPD).

```
6
Properties=species:S:1:pos:R:3:forces:R:3:mulliken_charge:R:1
H -1.35710 -2.84841 -0.29644 1.1 -2.7 -0.7 0.41
O -0.91495 -2.00041 -0.20294 -0.3 0.4 0.2 -0.22
C -2.02188 -1.47021 0.13722 -0.8 1.5 0.1 0.42
O -2.64714 -0.52037 0.16189 -0.1 0.9 0.3 -0.10
Cs 2.64785 -0.94020 0.54134 0.8 -0.6 0.2 1.05
Mg 0.34744 1.61766 -0.08474 -0.8 0.5 -0.2 0.44
```
Positions in Å, forces in eV/Å.

- HOMO (alpha / beta) (eV) = -16.1 / -15.3
- HOMO-LUMO gap (alpha / beta) (eV) = 7.16 / 4.22
- net charge = +2


Entry from OMol25: CHErLiO3 as an isolated structure at a distorted geometry (wB97M-V/def2-TZVPD).

```
7
Properties=species:S:1:pos:R:3:forces:R:3:mulliken_spin:R:1
O -4.34698 0.90206 0.07835 2.4 -0.8 1.2 -0.04
C -3.40444 0.54697 0.65240 -3.1 1.1 -0.7 0.01
H -2.45542 -0.60008 -0.58022 3.1 1.2 0.4 -0.01
O -1.85197 -0.22510 -2.18010 -1.7 0.4 -8.0 0.39
O -1.61557 -0.07630 -1.01216 -1.4 -1.6 7.0 0.47
Er -4.40394 0.91409 -2.82780 -5.4 0.0 2.5 3.22
Li -2.59093 0.86980 -3.65267 6.0 -0.3 -2.4 -0.04
```
Positions in Å, forces in eV/Å.

- HOMO (alpha / beta) (eV) = -16.2 / -17.8
- HOMO-LUMO gap (alpha / beta) (eV) = 6.55 / 6.60
- 2S+1 = 5
- net charge = +2